ORCA calculation (ωB97M-V/def2-TZVPD) on C3H9Br2PSi in the gas phase.

**Highest occupied orbital energy**: -6.5286 eV
**Energy**: -5898.55151 Eh

Geometry as ORCA input:
```
! wB97M-V def2-TZVPD RIJCOSX def2/J DEFGRID3
* xyz 0 1
C 0.41 0.08 1.68
C -1.24 1.39 -0.55
C -1.04 -1.98 -0.52
Si -0.35 -0.28 0.06
P 3.69 0.43 -0.64
Br 1.71 -0.43 -1.57
Br 2.91 2.48 -0.30
H 0.87 1.03 1.59
H -0.46 0.09 2.39
H 1.17 -0.61 2.08
H -2.08 1.70 -0.01
H -0.37 2.12 -0.70
H -1.80 1.16 -1.44
H -0.86 -2.76 0.12
H -2.14 -2.06 -0.82
H -0.41 -2.36 -1.39
*
```

=====

ORCA calculation (ωB97M-V/def2-TZVPD) on CH4N2P2 in the gas phase.

**SMILES**: [H]/N=C1/[PH]#P1N
**Highest occupied orbital energy (spin up / spin down)**: -8.2149 / -7.4233 eV
**Energy**: -832.51817 Eh

Geometry as ORCA input:
```
! wB97M-V def2-TZVPD RIJCOSX def2/J DEFGRID3
* xyz 0 1
H -0.62 -1.65 -1.00
N 0.25 -1.82 -0.52
C 1.46 -0.52 -0.82
P 2.67 -0.07 0.29
P 0.99 1.20 -0.76
N -0.57 1.12 -0.29
H 2.26 -1.21 1.09
H -1.13 2.03 -0.16
H -1.04 0.26 -0.23
*
```